Computed, not measured: a molecular structure, C6H11CoN5P, with the ωB97M-V functional and the def2-TZVPD basis.

Results
- energy above the lowest of the compared OMol25 structures with the same formula, charge and spin (kcal/mol) = 23.0
- spin multiplicity = 5
- max |F| (eV Å⁻¹) = 3.027
- expectation value of S² = 6.056
- M (g/mol) = 243.10
- DFT total energy (eV) = -60756.179
- frontier orbital gap (alpha / beta) (eV) = 4.068 / 6.282
- lowest unoccupied orbital energy (alpha / beta) (Eh) = -0.0176 / -0.0597

Geometry as XYZ:
```
24
Properties=species:S:1:pos:R:3:forces:R:3:lowdin_spin:R:1
Co 0.686 -1.744 0.209 0.2 2.4 1.0 1.984
P -0.427 -3.455 -0.350 0.3 -0.1 -0.7 0.051
N 0.338 0.133 3.174 -1.1 -1.0 -0.4 0.264
N 0.818 -0.526 4.311 1.1 -0.5 0.1 0.048
N 0.284 -0.609 1.990 0.5 -1.5 1.2 0.304
N 0.359 0.290 1.014 -0.2 1.6 -0.7 0.176
N 0.630 1.426 2.935 0.0 0.4 -0.5 0.191
C 0.647 1.968 -2.366 0.5 -2.6 0.8 0.036
C 0.526 1.481 1.605 0.4 -0.4 0.1 -0.019
C -0.781 0.140 -2.610 -1.4 2.6 0.5 0.268
C -0.705 2.390 -2.236 0.2 -0.8 -1.0 0.340
C 0.620 0.539 -2.446 -0.4 2.9 -0.8 0.265
C -1.601 1.313 -2.507 1.3 -2.4 0.2 0.032
H 0.289 -1.390 4.438 -0.1 0.6 0.1 0.005
H -0.992 3.389 -2.050 -0.3 0.9 0.2 0.020
H 0.610 2.411 1.080 0.1 0.1 -0.2 -0.005
H -1.074 -0.870 -2.787 -0.4 -0.4 -0.1 0.014
H -0.636 -3.452 1.104 0.0 -0.9 -1.4 0.007
H 1.429 -0.143 -2.617 0.4 0.0 0.2 0.013
H 0.966 -3.851 -0.944 -2.3 -0.2 0.9 0.006
H -1.635 -3.481 -1.207 1.5 -0.3 0.9 0.008
H -2.687 1.358 -2.576 0.5 0.0 0.1 -0.004
H 0.799 0.091 5.119 -0.4 -0.1 -0.4 0.003
H 1.536 2.592 -2.285 -0.3 -0.2 0.0 -0.004
```
Positions in Å, forces in eV/Å.



Computed, not measured: a molecular structure, C21H31O3Zn, with the ωB97M-V functional and the def2-TZVPD basis.

Results
- energy above the lowest of the compared OMol25 structures with the same formula, charge and spin (kcal/mol) = 36.2
- max |F| (eV Å⁻¹) = 3.613
- M (g/mol) = 396.87
- charge = -1
- DFT total energy (eV) = -76835.425
- frontier orbital gap (eV) = 5.590
- lowest unoccupied orbital energy (Eh) = 0.0929

Geometry as XYZ:
```
56
Properties=species:S:1:pos:R:3:forces:R:3:lowdin_charge:R:1
Zn 0.165 -1.255 1.561 1.3 -0.3 1.5 0.835
O 1.976 -3.101 3.000 0.7 -1.0 0.4 -0.010
O 0.256 2.287 -1.972 0.2 1.2 0.0 -0.092
O 0.065 -1.463 -1.599 0.3 -0.6 -2.6 -0.150
C -2.498 0.131 3.698 -0.2 -0.5 -0.7 -0.165
C 0.933 -2.592 -1.742 0.3 -0.2 0.5 -0.258
C 0.321 -2.125 -3.987 0.0 -0.1 0.0 -0.158
C -0.385 -1.199 -2.963 -0.6 0.5 0.1 -0.166
C 1.251 -3.020 -3.175 -0.2 0.4 0.4 -0.159
C -2.082 2.689 -2.414 0.1 -0.3 0.1 -0.029
C -2.184 -1.283 1.904 0.1 0.0 0.5 -0.235
C 1.478 -0.112 3.078 0.4 0.7 -0.1 -0.271
C -0.904 3.005 -1.488 -1.2 0.1 -0.4 -0.581
C 2.411 -0.015 1.974 -0.3 0.2 0.0 -0.222
C 0.880 1.173 3.225 0.0 0.0 -0.5 -0.171
C 1.479 -3.005 1.914 -2.4 2.4 -1.2 -0.480
C -2.897 -0.146 2.360 0.4 0.1 0.5 -0.170
C 0.936 3.560 -2.166 0.2 -0.2 -0.6 -0.155
C -1.284 2.680 -0.079 -0.7 -0.6 0.4 -0.016
C 1.341 2.009 2.192 0.6 -0.8 0.4 -0.195
C -0.251 4.406 -1.646 0.6 -1.0 -0.8 -0.066
C 1.588 -3.846 0.709 1.7 -1.3 0.0 -0.146
C -1.376 -1.761 3.020 -0.9 0.5 0.7 -0.291
C 2.294 1.279 1.428 -0.2 0.3 0.3 -0.189
C -1.558 -0.828 4.093 -0.3 -1.0 -0.5 -0.175
H -1.895 2.926 -3.465 0.1 -0.1 0.1 0.083
H -0.656 3.200 0.639 -0.1 -0.1 0.1 0.062
H -1.222 1.595 0.116 0.0 0.4 0.0 0.093
H 0.427 -3.458 -1.280 0.8 0.8 0.2 0.098
H -2.325 1.626 -2.307 0.3 0.0 -0.2 0.084
H -3.680 0.382 1.823 0.3 0.0 -0.1 0.070
H 0.910 -1.595 -4.733 -0.3 0.3 0.0 0.101
H -2.987 3.186 -2.100 -0.3 0.5 0.1 0.070
H 3.159 -0.769 1.711 -0.4 0.3 0.0 0.078
H -1.007 -2.783 3.136 0.1 0.5 -0.1 0.087
H 1.168 3.733 -3.243 0.1 -0.2 0.7 0.114
H -0.702 5.081 -2.384 0.1 -0.2 0.3 0.107
H 1.898 -2.222 -1.342 -0.8 -0.7 0.4 0.116
H -1.468 -1.408 -2.961 0.3 0.3 -0.2 0.115
H -1.085 -0.903 5.068 -0.1 0.0 -0.2 0.090
H 1.829 3.581 -1.537 0.1 0.2 -0.3 0.109
H -0.425 -2.731 -4.506 0.1 0.1 -0.1 0.101
H 0.552 -4.151 0.418 1.1 0.2 0.2 0.082
H 2.860 1.695 0.600 -0.1 -0.2 0.0 0.063
H -2.899 0.915 4.333 0.2 0.0 -0.2 0.076
H 0.001 4.905 -0.721 -0.3 0.2 0.2 0.099
H 2.278 -4.695 0.849 -0.3 -0.5 0.1 0.069
H 1.060 3.036 2.045 -0.1 0.2 -0.1 0.057
H -2.350 2.969 0.031 0.6 0.0 0.4 0.094
H 1.458 -0.907 3.824 0.0 0.2 -0.4 0.082
H -2.325 -1.805 0.960 -0.2 0.0 0.2 0.069
H 1.054 -4.085 -3.328 0.0 0.2 0.0 0.107
H 0.193 1.445 4.019 0.0 -0.1 -0.3 0.075
H -0.196 -0.148 -3.223 -0.2 -0.2 0.4 0.105
H 2.094 -3.223 -0.074 -0.8 -0.8 1.3 0.050
H 2.327 -2.860 -3.292 -0.3 0.1 -0.6 0.108
```
Positions in Å, forces in eV/Å.



Computed, not measured: 14 unconnected molecules or ions with the total composition C10H48O14, with the ωB97M-V functional and the def2-TZVPD basis.

Results
- energy above the lowest of the compared OMol25 structures with the same formula, charge and spin (kcal/mol) = 90.9
- max |F| (eV Å⁻¹) = 1.561
- M (g/mol) = 392.48
- DFT total energy (eV) = -39809.214
- frontier orbital gap (eV) = 9.149
- lowest unoccupied orbital energy (Eh) = -0.0050

Geometry as XYZ:
```
72
Properties=species:S:1:pos:R:3:forces:R:3:lowdin_charge:R:1
O -0.477 0.584 4.034 -0.2 -0.2 -0.1 -0.050
O -0.747 -2.207 3.968 0.5 -0.1 -0.3 -0.114
O 2.657 -1.034 4.364 0.1 0.0 0.1 -0.045
O 0.158 5.980 0.686 0.2 -0.2 -0.4 -0.101
O -0.861 3.205 -3.227 0.3 0.7 -0.1 -0.138
O 0.785 0.068 -0.243 0.5 0.0 -0.2 -0.150
O 2.026 -2.836 -2.832 -0.1 -0.2 0.4 -0.135
O -4.256 -0.976 -2.162 -0.1 0.0 0.7 -0.148
O 1.783 2.158 4.369 0.0 0.2 -0.1 -0.074
O 2.125 -3.434 1.080 -0.8 0.1 0.0 -0.120
O 0.218 -2.495 -0.701 -0.1 -0.2 0.0 -0.050
O -2.709 1.489 -2.122 0.2 0.4 0.1 -0.133
O 3.378 1.185 0.093 0.8 0.0 0.0 -0.140
O -2.484 -1.832 -4.140 -0.5 0.2 -0.2 -0.097
C 3.670 1.030 1.488 -0.4 0.1 -0.5 -0.141
C -0.676 5.032 0.049 -1.5 -0.2 0.5 -0.181
C 0.489 2.942 -2.873 -0.3 -0.9 0.5 -0.159
C -1.516 -2.377 2.802 -1.1 -0.7 -0.7 -0.147
C -1.231 -2.088 -3.613 1.3 -0.7 0.3 -0.199
C 0.129 0.447 0.939 -0.7 0.2 -0.4 -0.145
C 3.447 -3.013 1.002 1.1 0.6 -0.4 -0.180
C 2.498 -1.492 -2.870 0.5 0.4 -0.9 -0.113
C -3.401 2.247 -1.144 -0.7 -0.5 0.4 -0.125
C -3.964 -1.304 -0.775 0.1 0.6 -0.9 -0.080
H -0.420 -1.985 -4.339 -0.3 0.6 -0.3 0.079
H -0.920 0.166 0.792 -0.2 0.1 0.6 0.069
H 2.754 -1.087 -1.891 -0.5 -0.1 0.1 0.075
H -3.098 -0.691 -0.527 0.0 -0.2 0.2 0.064
H -1.404 0.827 3.956 0.0 0.1 0.0 0.066
H 2.645 -3.418 -3.276 0.0 -0.1 0.1 0.096
H -1.043 -2.870 4.596 0.2 0.1 0.2 0.102
H -5.206 -1.064 -2.281 0.0 0.0 -0.3 0.105
H 3.417 -1.396 -3.451 0.0 -0.2 -0.1 0.090
H 1.746 -0.916 -3.411 0.0 0.3 0.4 0.081
H 3.613 -1.975 0.686 -0.6 0.3 0.1 0.064
H -0.459 -0.377 3.899 0.0 0.1 0.4 0.003
H 0.830 -2.650 -1.439 0.1 -0.2 -0.4 0.028
H 4.215 1.910 1.827 -0.3 0.2 0.0 0.080
H -3.001 3.251 -1.017 0.3 -0.1 -0.3 0.076
H 4.329 0.191 1.725 -0.1 -0.3 -0.4 0.066
H -3.365 1.741 -0.174 0.2 0.1 0.1 0.070
H -1.245 -1.697 1.998 0.1 0.5 0.5 0.055
H -0.547 -3.044 -0.899 0.0 0.0 0.0 0.078
H -1.087 -3.143 -3.338 -0.4 -0.1 0.4 0.076
H 0.946 1.702 4.195 0.1 0.0 0.1 -0.025
H 0.972 2.303 -3.617 0.1 0.1 -0.1 0.069
H 2.156 1.695 5.124 0.1 -0.1 0.0 0.025
H -3.257 0.742 -2.392 -0.1 0.0 0.0 0.053
H 0.545 -0.033 1.825 0.0 0.1 0.0 0.059
H 3.995 -3.562 0.228 0.3 -0.5 0.4 0.076
H 2.149 -1.501 5.033 0.0 -0.1 0.0 0.036
H -4.463 2.341 -1.383 0.0 0.1 -0.2 0.085
H 2.024 -0.847 3.665 0.0 0.0 -0.1 0.005
H -1.441 -3.350 2.306 0.4 -0.3 0.5 0.086
H 1.103 3.827 -2.715 -0.4 0.3 -0.3 0.077
H 0.500 2.393 -1.928 0.2 -0.1 0.1 0.062
H 1.638 -3.116 0.307 0.0 -0.2 0.4 0.019
H -3.033 -1.544 -3.398 -0.3 -0.1 -0.3 0.024
H 3.885 -3.065 1.998 0.2 -0.4 -0.2 0.082
H 2.484 0.911 -0.151 0.0 -0.3 0.5 0.015
H -0.317 4.016 0.198 0.6 0.2 -0.2 0.066
H -3.716 -2.362 -0.705 -0.2 0.0 0.2 0.086
H -0.947 5.186 -0.998 0.8 0.2 -0.2 0.075
H -2.572 -2.283 3.073 -0.1 0.3 -0.3 0.088
H -1.431 2.503 -2.884 0.2 -0.1 -0.1 0.017
H -4.810 -0.997 -0.162 0.1 -0.3 0.2 0.092
H 0.532 -0.861 -0.377 0.2 0.2 -0.2 0.019
H -1.663 5.021 0.529 -0.1 0.1 0.3 0.066
H -1.000 -1.464 -2.745 0.1 0.1 -0.1 0.072
H 2.745 0.914 2.050 0.1 0.2 0.3 0.048
H 0.026 6.842 0.284 0.0 0.0 0.0 0.074
H 0.157 1.532 1.028 0.2 0.0 0.2 0.091
```
Positions in Å, forces in eV/Å.